Version A
This record from the Open Molecules 2025 dataset describes an isolated ion of composition C9H10N3 and charge +1. The level of theory is the ωB97M-V functional and the def2-TZVPD basis.

```
22
Properties=species:S:1:pos:R:3:lowdin_charge:R:1
C -3.228 0.076 0.307 -0.12
C -2.234 -0.171 1.180 -0.06
C -3.159 0.162 -1.057 -0.06
C -0.969 -0.057 0.678 -0.05
C -1.886 0.059 -1.604 -0.03
C 3.072 0.654 1.202 0.01
C 3.445 -0.567 0.663 -0.03
C 1.918 0.968 0.506 -0.03
C -0.863 0.096 -0.689 -0.16
N 2.559 -0.943 -0.267 0.15
N 1.626 0.037 -0.403 -0.14
N 0.624 0.154 -1.291 0.12
H -4.306 0.197 0.613 0.14
H -2.551 -0.371 2.183 0.12
H -4.143 0.376 -1.537 0.14
H -0.120 -0.046 1.316 0.09
H -1.814 0.011 -2.718 0.14
H 3.516 1.171 2.080 0.14
H 4.156 -1.285 0.967 0.13
H 1.165 1.865 0.540 0.20
H 2.694 -1.809 -0.731 0.18
H 0.498 -0.576 -1.939 0.12
```

Results
SMILES string = c1ccc(N[n+]2ccc[nH]2)cc1
net charge = +1

=====

Version B
This record from the Open Molecules 2025 dataset describes an isolated ion of composition C9H10N3 and charge +1. The level of theory is the ωB97M-V functional and the def2-TZVPD basis.

```
22
Properties=species:S:1:pos:R:3:lowdin_charge:R:1
C 3.297 0.469 0.454 -0.09
C 2.998 -0.873 0.283 -0.11
C 2.389 1.445 0.087 -0.11
C 1.805 -1.255 -0.203 -0.09
C 1.155 1.121 -0.411 -0.07
C -3.214 -0.052 1.112 0.02
C -3.412 0.722 -0.025 -0.04
C -2.010 -0.691 0.803 0.00
C 0.956 -0.222 -0.528 -0.11
N -2.471 0.510 -0.946 0.14
N -1.636 -0.443 -0.445 -0.18
N -0.600 -0.830 -1.191 0.12
H 4.325 0.782 0.972 0.16
H 3.793 -1.683 0.569 0.16
H 2.854 2.489 0.293 0.15
H 1.469 -2.371 -0.379 0.16
H 0.396 1.978 -0.775 0.16
H -3.649 -0.220 2.096 0.13
H -4.251 1.392 -0.204 0.15
H -1.505 -1.465 1.370 0.15
H -2.309 0.996 -1.854 0.22
H -0.380 -1.796 -1.080 0.08
```

Results
SMILES string = c1ccc(N[n+]2ccc[nH]2)cc1
net charge = +1

=====

Version C
This record from the Open Molecules 2025 dataset describes an isolated ion of composition C9H10N3 and charge +1. The level of theory is the ωB97M-V functional and the def2-TZVPD basis.

```
22
Properties=species:S:1:pos:R:3:lowdin_charge:R:1
C -2.969 0.702 0.391 0.16
C 2.450 -1.755 0.299 -0.07
C 1.143 -2.159 0.087 -0.05
C 2.791 -0.435 0.220 -0.02
C 0.113 -1.209 0.018 0.00
C 1.791 0.576 0.101 -0.21
C 0.425 0.170 0.090 -0.17
C -4.235 0.224 0.016 -0.18
C 2.105 1.974 -0.152 -0.03
N -4.398 -1.052 -0.072 0.16
N -1.819 0.888 0.163 0.17
N -0.584 1.112 0.174 0.11
H 3.318 -2.373 0.332 0.11
H 0.774 -3.179 0.050 0.12
H 3.831 -0.119 0.183 0.13
H -0.819 -1.583 -0.255 0.09
H -5.001 0.909 -0.360 0.13
H 2.539 2.376 0.738 0.09
H 3.039 1.987 -0.809 0.13
H 1.171 2.545 -0.387 0.09
H -5.289 -1.436 -0.390 0.09
H -0.377 1.835 -0.437 0.14
```

Results
SMILES string = [H]/N=C/C#[N+]Nc1ccccc1C
net charge = +1

=====

We find version A to be the most stable, with the next structure 10.3 kcal/mol higher.

=====

Version A
This record from the Open Molecules 2025 dataset describes a 2-piece molecular cluster, C2H6O3P overall. The level of theory is the ωB97M-V functional and the def2-TZVPD basis.

```
12
Properties=species:S:1:pos:R:3:lowdin_charge:R:1
C 1.693 1.929 1.096 -0.22
C 0.883 -3.023 -2.534 -0.31
O 0.101 -3.279 0.188 -0.42
O -0.273 -1.153 -0.953 -0.42
O 0.349 1.809 1.114 -0.09
P 0.345 -2.475 -1.011 0.28
H 2.218 1.043 1.396 0.07
H 1.820 2.715 1.985 0.12
H 2.146 2.236 0.267 0.02
H 0.090 1.098 0.555 0.05
H 1.335 -2.112 -3.032 -0.04
H 1.198 -4.057 -2.820 -0.04
```

Results
net charge = -1

=====

Version B
This record from the Open Molecules 2025 dataset describes a 2-piece molecular cluster, C2H6O3P overall. The level of theory is the ωB97M-V functional and the def2-TZVPD basis.

```
12
Properties=species:S:1:pos:R:3:lowdin_charge:R:1
C -1.423 0.237 -0.697 -0.14
C -0.005 -0.036 -0.484 -0.51
O 0.405 1.205 1.949 -0.43
O 2.392 0.293 0.521 -0.41
O 0.852 0.136 -1.525 -0.04
P 0.971 0.167 1.065 0.32
H -1.843 0.164 0.343 0.08
H -1.330 1.307 -0.933 0.09
H -1.882 -0.537 -1.244 0.04
H -0.395 -2.237 0.176 -0.01
H 1.626 0.360 -0.903 0.03
H 0.632 -1.059 1.732 -0.03
```

Results
net charge = -1

=====

We find version A to be the most stable, with the next structure 41.6 kcal/mol higher.

=====

Version A
This record from the Open Molecules 2025 dataset describes an isolated ion of composition C3H8NOS and charge +1. The level of theory is the ωB97M-V functional and the def2-TZVPD basis.

```
14
Properties=species:S:1:pos:R:3:lowdin_charge:R:1
C -1.222 0.395 -0.099 0.00
C 0.050 0.013 0.457 -0.19
C 1.116 -0.779 -0.352 -0.21
N 0.668 -2.114 -0.714 0.06
O -0.215 1.434 0.076 -0.46
S -0.362 2.520 1.389 1.02
H -1.384 0.082 -1.074 0.13
H -2.066 0.589 0.465 0.12
H 0.366 0.017 1.476 0.13
H 1.461 -0.175 -1.246 0.14
H 2.143 -0.730 0.292 0.18
H 0.493 -2.729 0.040 0.08
H -0.141 -1.942 -1.239 0.05
H -0.906 3.418 0.528 -0.05
```

Results
net charge = +1

=====

Version B
This record from the Open Molecules 2025 dataset describes an isolated ion of composition C3H8NOS and charge +1. The level of theory is the ωB97M-V functional and the def2-TZVPD basis.

```
14
Properties=species:S:1:pos:R:3:lowdin_charge:R:1
O -1.416 -1.709 -1.051 0.11
C -0.300 -1.254 -1.026 -0.17
C 0.099 -0.418 0.186 -0.35
C 0.478 1.002 -0.215 -0.50
S 2.303 0.992 -0.434 0.77
N -1.066 -0.426 1.153 0.23
H 0.478 -1.374 -1.789 0.15
H 0.923 -0.877 0.735 0.14
H 0.094 1.806 0.410 0.09
H 0.017 1.207 -1.189 0.09
H 2.449 2.305 -0.751 -0.10
H -0.860 0.233 1.901 0.18
H -1.304 -1.381 1.426 0.18
H -1.894 -0.106 0.644 0.18
```

Results
SMILES string = [NH3+][C@@H](C=O)CS
net charge = +1

=====

We find version B to be the most stable, with the next structure 80.3 kcal/mol higher.

=====

Version A
This record from the Open Molecules 2025 dataset describes one molecule with the formula C10H16NP. The level of theory is the ωB97M-V functional and the def2-TZVPD basis.

```
28
Properties=species:S:1:pos:R:3:lowdin_charge:R:1
C -3.910 0.894 0.026 -0.12
C -3.263 0.476 1.174 -0.13
C -3.262 1.578 -0.983 -0.10
C -1.938 0.678 1.318 -0.06
C -1.894 1.721 -0.916 -0.06
C -1.177 1.311 0.243 -0.30
C 1.862 -3.075 -0.706 -0.14
C 2.901 0.885 -0.359 -0.29
C 0.252 1.575 0.290 -0.31
C 2.024 -2.037 0.354 -0.39
N 1.092 -0.916 0.374 -0.32
P 1.190 0.307 -0.856 0.91
H -5.035 0.765 -0.142 0.12
H -3.804 0.240 2.133 0.12
H -3.724 1.881 -1.899 0.10
H -1.358 0.253 2.159 0.11
H -1.274 2.316 -1.542 0.09
H 2.575 -3.175 -1.544 0.07
H 2.320 -4.000 -0.213 0.09
H 0.821 -3.241 -1.044 0.08
H 3.546 0.312 -0.945 -0.01
H 3.019 0.857 0.677 0.02
H 3.001 1.943 -0.789 0.07
H 0.595 1.428 1.265 0.06
H 0.457 2.487 -0.232 0.07
H 1.818 -2.445 1.390 0.12
H 3.039 -1.632 0.211 0.09
H 0.124 -1.386 0.556 0.12
```

Results
SMILES string = CCNP(C)Cc1ccccc1
net charge = 0

=====

Version B
This record from the Open Molecules 2025 dataset describes one molecule with the formula C10H16NP. The level of theory is the ωB97M-V functional and the def2-TZVPD basis.

```
28
Properties=species:S:1:pos:R:3:lowdin_charge:R:1
C -0.372 -3.672 -0.523 -0.10
C -1.655 -3.621 -0.933 -0.06
C 0.163 -2.546 0.073 -0.11
C -2.334 -2.391 -0.704 -0.12
C -0.610 -1.493 0.475 -0.44
C -0.026 0.964 -1.080 -0.10
C 0.950 2.258 0.771 -0.13
C 2.229 0.479 -0.215 -0.11
C -1.540 0.878 1.530 -0.30
C 0.834 0.859 0.176 -0.75
N -1.902 -1.440 0.080 0.05
P 0.025 -0.090 1.529 1.05
H 0.321 -4.642 -0.700 0.16
H -1.979 -4.443 -1.463 0.08
H 1.205 -2.338 0.370 0.10
H -3.272 -2.095 -1.013 0.08
H 0.081 0.111 -1.794 0.09
H -1.067 0.865 -1.047 0.03
H 0.184 1.815 -1.730 0.09
H 1.567 2.216 1.594 0.05
H 0.031 2.699 1.113 0.06
H 1.184 3.041 0.073 0.09
H 2.968 0.062 0.564 0.11
H 2.195 -0.297 -1.028 0.09
H 2.645 1.332 -0.536 0.03
H -1.540 1.731 2.154 0.03
H -2.324 0.421 2.059 0.02
H -2.043 0.946 0.634 0.01
```

Results
SMILES string = CP(c1ccccn1)C(C)(C)C
net charge = 0

=====

We find version A to be the most stable, with the next structure 16.0 kcal/mol higher.

=====

Version A
This record from the Open Molecules 2025 dataset describes C2H7NS as an isolated structure. The level of theory is the ωB97M-V functional and the def2-TZVPD basis.

```
11
Properties=species:S:1:pos:R:3:lowdin_charge:R:1
S 1.751 -0.022 -2.187 0.18
H 2.888 -0.619 -1.711 -0.29
C -1.390 -0.091 -0.195 -0.10
C 0.246 0.221 1.468 0.01
N -0.026 0.230 0.245 -0.15
H -1.427 -1.017 -0.829 0.10
H -1.692 0.848 -0.753 0.10
H -2.062 -0.184 0.719 0.09
H -0.434 0.130 2.310 0.09
H 1.312 0.325 1.752 0.10
H 0.835 0.177 -0.821 -0.13
```

Results
net charge = 0

=====

Version B
This record from the Open Molecules 2025 dataset describes a 2-piece molecular cluster, C2H7NS overall. The level of theory is the ωB97M-V functional and the def2-TZVPD basis.

```
11
Properties=species:S:1:pos:R:3:lowdin_charge:R:1
S 3.071 -0.271 0.067 0.44
H 2.035 -0.302 -0.805 -0.24
C -1.119 -0.192 -0.140 -0.29
C -0.881 0.084 1.146 -0.04
N -0.698 0.687 -1.184 0.01
H -1.537 -1.110 -0.524 0.10
H -1.194 -0.732 1.783 0.04
H -0.210 0.810 1.567 0.05
H -0.565 1.613 -0.823 0.07
H -1.405 0.655 -1.900 0.07
H 2.502 -1.243 0.813 -0.22
```

Results
SMILES string = C=CN.S
net charge = 0

=====

Version C
This record from the Open Molecules 2025 dataset describes a 2-piece molecular cluster, C2H7NS overall. The level of theory is the ωB97M-V functional and the def2-TZVPD basis.

```
11
Properties=species:S:1:pos:R:3:lowdin_charge:R:1
S -3.132 -1.331 0.991 0.43
H -3.086 -2.689 1.244 -0.20
C 1.582 0.494 -0.760 -0.25
C 0.360 0.188 -1.266 -0.04
N 1.863 1.605 0.235 0.00
H 2.403 0.088 -1.372 0.08
H 0.286 -0.584 -2.041 0.05
H -0.526 0.582 -0.756 0.04
H 1.297 1.293 1.069 0.08
H 2.811 1.516 0.544 0.04
H -3.857 -1.161 2.111 -0.23
```

Results
SMILES string = C=CN.S
net charge = 0

=====

We find version B to be the most stable, with the next structure 9.0 kcal/mol higher.

=====

Version A
This record from the Open Molecules 2025 dataset describes a 2-piece molecular cluster, C3H9OS overall. The level of theory is the ωB97M-V functional and the def2-TZVPD basis.

```
14
Properties=species:S:1:pos:R:3:lowdin_charge:R:1
C -0.097 1.323 2.484 -0.18
O 0.855 0.293 3.035 -0.24
H -0.851 0.609 2.205 -0.01
H -0.276 1.877 3.394 0.05
H 0.220 1.902 1.620 0.06
C -0.601 -0.602 -2.509 -0.26
C 0.541 -0.754 -1.487 -0.68
S -0.290 -1.066 0.225 0.20
H -0.356 0.029 -3.383 0.04
H -1.492 -0.166 -2.074 0.02
H -0.926 -1.574 -2.881 0.05
H 1.147 -1.664 -1.405 -0.01
H 1.212 0.103 -1.493 0.02
H 0.913 -0.310 2.268 -0.05
```

Results
net charge = -1

=====

Version B
This record from the Open Molecules 2025 dataset describes a 2-piece molecular cluster, C3H9OS overall. The level of theory is the ωB97M-V functional and the def2-TZVPD basis.

```
14
Properties=species:S:1:pos:R:3:lowdin_charge:R:1
C -3.064 -0.428 -0.221 -0.18
O -3.182 -1.710 -0.752 -0.13
H -3.724 -0.212 0.641 0.08
H -2.041 -0.093 -0.059 0.08
H -3.600 0.208 -0.953 0.08
C 3.213 -0.150 -0.567 -0.49
S 2.460 0.210 1.101 0.44
C 1.436 1.555 1.102 -0.69
H 3.597 0.801 -0.945 0.00
H 2.487 -0.564 -1.267 -0.01
H 3.891 -0.959 -0.298 -0.02
H 1.463 2.439 1.729 -0.11
H -3.367 -2.490 -0.222 0.07
H 0.432 1.394 0.711 -0.12
```

Results
net charge = -1

=====

We find version A to be the most stable, with the next structure 50.1 kcal/mol higher.